ORCA calculation (wB97M-V/def2-TZVPD) on 5 unconnected molecules or ions with the total composition C11H32O9.

Last column: natural (NBO) charge in e.
Cartesian coordinates (Å):
C  -28.9145  14.6470  -0.3033  -0.637
C  -28.4340  13.4117  -1.1935  0.096
C  -27.3144  12.6979  -0.4310  -0.650
O  -29.5076  12.5778  -1.2969  -0.731
H  -28.0843  15.2553  0.0557  0.211
H  -29.2898  14.2508  0.6402  0.192
H  -29.7275  15.2580  -0.6954  0.221
H  -28.0304  13.6751  -2.1711  0.191
H  -27.0365  11.7179  -0.8189  0.222
H  -27.5134  12.6822  0.6406  0.201
H  -26.3444  13.1950  -0.4352  0.217
H  -29.8213  12.2985  -0.4337  0.480
O  -29.3493  11.4858  -3.9505  -0.733
C  -29.9481  12.6126  -4.5894  -0.080
C  -30.1040  12.2322  -6.1565  -0.058
O  -30.8668  13.1756  -6.7877  -0.739
H  -29.3182  11.7487  -3.0278  0.491
H  -30.8994  12.9968  -4.2211  0.166
H  -29.3409  13.5169  -4.5472  0.153
H  -30.5599  11.2621  -6.3546  0.158
H  -29.1455  12.3155  -6.6688  0.156
H  -31.3090  12.8715  -7.5837  0.474
O  -25.8382  11.4914  -5.3643  -0.729
C  -25.7616  10.9991  -4.0476  -0.087
C  -25.4554  9.4627  -4.1542  -0.076
O  -26.3836  8.9103  -4.9951  -0.742
H  -26.3387  10.8325  -5.8509  0.480
H  -25.0812  11.5097  -3.3661  0.174
H  -26.7732  11.1799  -3.6842  0.175
H  -25.6125  8.9789  -3.1902  0.165
H  -24.4259  9.3563  -4.4961  0.156
H  -26.3558  7.9507  -4.9957  0.482
O  -22.1311  4.0844  -4.1836  -0.735
C  -22.5443  4.6635  -2.8999  -0.098
C  -23.9486  5.2981  -2.9923  -0.089
O  -23.8863  6.5809  -3.5077  -0.713
H  -21.9959  4.6981  -4.9093  0.468
H  -22.7664  3.8594  -2.1984  0.191
H  -21.8326  5.3844  -2.4976  0.177
H  -24.3478  5.3497  -1.9793  0.165
H  -24.7115  4.7198  -3.5135  0.178
H  -23.1826  6.5437  -4.1597  0.456
O  -28.1321  4.3818  -7.4253  -0.728
C  -27.5453  5.5318  -6.8569  -0.079
C  -26.1097  5.7720  -7.4487  -0.096
O  -25.4518  4.5940  -6.8310  -0.734
H  -28.9095  4.2007  -6.8920  0.472
H  -28.2018  6.3594  -7.1255  0.148
H  -27.6125  5.5432  -5.7690  0.165
H  -25.7747  6.7346  -7.0622  0.189
H  -26.1373  5.7006  -8.5360  0.187
H  -25.6841  3.8652  -7.4111  0.475

Results
Relative energy (zero: lowest compared OMol25 entry of this formula, charge and spin) ... 84.63 kcal per mole
HOMO-LUMO gap ... 10.11 eV
E_LUMO ... 0.59 eV
Net charge ... 0
E_HOMO ... -9.52 eV
Energy ... -30349.127 eV
SMILES string ... CC(C)O.OCCO.OCCO.OCCO.OCCO